{"formula": "C3H2Br6", "method": "ωB97M-V/def2-TZVPD", "elements": ["C", "C", "C", "Br", "Br", "Br", "Br", "Br", "Br", "H", "H"], "xyz": [[-0.485, 0.130, 0.840], [1.874, 0.195, -0.553], [-1.413, -0.430, -0.101], [-0.576, 1.942, 1.233], [2.984, -0.889, 0.467], [2.120, 2.023, -0.558], [-1.723, 0.678, -1.653], [-3.314, -0.704, 0.808], [-0.842, -2.197, -0.661], [-0.128, -0.499, 1.642], [1.502, -0.248, -1.463]], "mulliken_spin": [0.719, 0.803, -0.048, 0.099, 0.099, 0.092, 0.011, 0.225, 0.013, -0.007, -0.005], "homo_ev": [-7.82, -10.20], "multiplicity": 3, "orbital_gap_ev": [7.4, 7.8], "s_squared": 2.0174}



{"formula": "C11H10Cl3N4O6SSeW", "method": "ωB97M-V/def2-TZVPD", "elements": ["W", "N", "C", "O", "C", "C", "H", "H", "H", "H", "H", "H", "Se", "N", "C", "C", "C", "C", "C", "C", "N", "H", "H", "H", "H", "O", "S", "O", "O", "O", "O", "Cl", "C", "Cl", "Cl", "C", "N"], "xyz": [[-0.139, -0.022, 0.012], [0.588, 3.904, 1.239], [-0.011, 2.832, 0.707], [0.657, 2.043, 0.006], [-1.459, 2.567, 0.928], [-1.867, 1.471, -0.070], [1.564, 4.072, 1.065], [0.046, 4.580, 1.746], [-2.022, 3.503, 0.802], [-1.597, 2.209, 1.952], [-2.064, 1.875, -1.074], [-2.789, 0.992, 0.271], [3.163, 0.751, -1.102], [2.097, -0.078, 0.075], [2.867, -0.741, 0.909], [2.391, -1.560, 2.000], [3.310, -2.169, 2.778], [4.731, -2.032, 2.545], [5.224, -1.284, 1.535], [4.297, -0.606, 0.662], [4.654, 0.146, -0.355], [1.325, -1.659, 2.162], [2.976, -2.784, 3.603], [5.415, -2.551, 3.205], [6.285, -1.180, 1.350], [-2.600, -0.229, 2.135], [-1.397, -0.562, 2.887], [-1.345, 0.131, 4.165], [-0.130, 0.078, 2.052], [-1.107, -1.987, 2.923], [0.306, -1.732, -0.070], [-4.475, -3.411, 1.312], [-3.771, -3.123, -0.278], [-3.003, -4.609, -0.884], [-5.050, -2.619, -1.423], [-2.777, -2.072, -0.194], [-1.975, -1.260, -0.127]], "lowdin_charge": [1.454, 0.198, -0.503, -0.195, -0.208, -0.302, 0.116, 0.112, 0.109, 0.111, 0.034, 0.022, 1.120, -0.390, -0.320, 0.002, -0.060, -0.087, -0.049, -0.390, -0.260, 0.079, 0.105, 0.095, 0.101, -0.399, 0.307, -0.367, -0.529, -0.367, -0.531, 0.635, -1.572, 0.597, 0.572, -0.314, 0.075], "total_charge": -1, "homo_ev": [-3.41, -3.41], "relative_energy_kj_mol": 338.49, "orbital_gap_ev": [5.2, 5.2]}



{"formula": "C6H9NS", "method": "ωB97M-V/def2-TZVPD", "elements": ["C", "C", "C", "S", "C", "C", "N", "C", "H", "H", "H", "H", "H", "H", "H", "H", "H"], "xyz": [[-0.515, 1.089, -0.806], [-0.516, 1.121, 0.747], [-0.506, -0.365, 1.170], [-1.712, -1.112, 0.012], [-0.501, -0.411, -1.169], [0.806, -1.073, -0.729], [1.828, -0.344, -0.003], [0.813, -1.055, 0.744], [-1.402, 1.559, -1.187], [0.330, 1.602, -1.231], [0.339, 1.654, 1.201], [-1.407, 1.631, 1.121], [-0.776, -0.511, 2.253], [-0.777, -0.648, -2.188], [1.143, -1.910, -1.282], [1.692, 0.657, -0.006], [1.162, -1.885, 1.352]], "lowdin_charge": [-0.204, -0.214, -0.491, 0.916, -0.485, -0.290, 0.080, -0.291, 0.099, 0.104, 0.115, 0.105, 0.123, 0.103, 0.124, 0.071, 0.135], "homo_ev": -8.48, "relative_energy_kj_mol": 114.45, "orbital_gap_ev": 9.4, "smiles": "C1C[C@H]2S[C@@H]1[C@H]1N[C@H]12"}



{"formula": "NO3Rb", "method": "ωB97M-V/def2-TZVPD", "elements": ["Rb", "N", "O", "O", "O"], "xyz": [[0.179, -0.439, -4.195], [0.066, 0.134, 1.031], [-0.106, 0.586, 2.154], [-0.851, 0.515, 0.246], [0.712, -0.796, 0.764]], "lowdin_charge": [0.954, -0.715, -0.058, -0.158, -0.022], "homo_ev": -6.29, "relative_energy_kj_mol": 229.77, "orbital_gap_ev": 4.3}



Electronic energy (eV)
-423394.0256, -145389.0500, -18692.0243, -8282.4554